Density functional theory data (ωB97M-V with the def2-TZVPD basis set) for C15H17N3O3Sn as an isolated structure.

```
39
Properties=species:S:1:pos:R:3
Sn -0.91236 0.51068 -1.05630
C -2.18366 2.26408 3.23654
C -1.46120 1.50214 4.14258
C -0.53219 0.57728 3.66851
C -0.38197 0.48642 2.30257
N -1.06498 1.20747 1.42114
C -1.95600 2.07887 1.88230
C -0.09318 -1.66217 1.22641
C -0.03296 -2.77270 2.03763
C -0.68124 -3.91469 1.58187
C -1.34297 -3.90058 0.36311
C -1.36648 -2.75332 -0.41849
C -0.72667 -1.57429 -0.00668
H -2.90742 2.99347 3.56867
H -1.60582 1.61231 5.20779
H 0.04184 -0.03564 4.34313
H -2.48701 2.65743 1.13783
H 0.49505 -2.77378 2.98001
H -0.66191 -4.80761 2.18686
H -1.86417 -4.78496 0.02735
H -1.89118 -2.75915 -1.37059
N 2.34328 0.17213 -0.06732
N 2.76805 -0.18490 1.22548
C 1.93135 -0.49870 2.20193
O 2.09755 -0.83919 3.31446
O 0.52666 -0.37390 1.64417
H 2.56279 -0.58101 -0.72303
H 2.84172 1.01003 -0.36449
H 3.76335 -0.23288 1.45132
C 0.12251 2.92424 -4.33624
C 0.46146 1.48702 -4.19198
C 0.87611 0.71834 -5.38608
O 0.36410 0.93114 -3.08950
H 0.67234 3.40931 -5.13862
H 0.25907 3.45186 -3.39056
H -0.94004 2.98163 -4.59557
H 0.88563 1.32097 -6.28685
H 0.21471 -0.13929 -5.51219
H 1.86584 0.29192 -5.21716
```

Summary:
- spin multiplicity = 1
- total energy (eV) = -32257.1858
- energy relative to the best compared isomer or geometry (same formula, charge and spin) (eV) = 3.385
- gap between HOMO and LUMO (eV) = 8.108
- highest occupied orbital energy (eV) = -15.36
- net charge = +2

Results of the natural (NBO) charge analysis, in e, for atoms 1 through 4: number 1, Sn, carries 1.441; number 2, C, carries -0.207; number 3, C, carries -0.095; number 4, C, carries -0.249



Density functional theory data (ωB97M-V with the def2-TZVPD basis set) for one molecule with the formula C15H17NO2S.

```
36
Properties=species:S:1:pos:R:3
C 5.30604 2.82376 -2.17265
C 4.38727 1.65334 -1.99734
C 4.09197 0.82119 -3.07314
C 3.25286 -0.26230 -2.92129
C 2.69191 -0.54496 -1.67923
S 1.65729 -1.98301 -1.59818
C 0.71180 -1.77576 -0.05275
C -0.27443 -0.61556 -0.12997
C -0.95465 -0.47271 1.22347
O -0.45927 0.13807 2.14472
N -2.12502 -1.14201 1.32653
C -2.93225 -1.11493 2.53309
C -4.31409 -0.62875 2.25240
C -5.49037 -1.30207 2.08820
C -6.47168 -0.32203 1.80199
C -5.81660 0.86967 1.80717
O -4.51449 0.69437 2.07639
C 2.98561 0.26844 -0.59610
C 3.82229 1.35854 -0.76544
H 5.26451 3.48409 -1.31014
H 6.33348 2.47897 -2.29180
H 5.04034 3.39047 -3.06330
H 4.52201 1.02987 -4.04223
H 3.02304 -0.90307 -3.75923
H 1.40779 -1.65123 0.77582
H 0.19010 -2.72555 0.07050
H -0.99814 -0.79238 -0.92665
H 0.26498 0.30953 -0.34104
H -2.50903 -1.61725 0.52532
H -2.41760 -0.43839 3.22162
H -2.98374 -2.11707 2.97152
H -5.64112 -2.35914 2.17028
H -7.51343 -0.48681 1.61949
H -6.15317 1.87369 1.64161
H 2.57867 0.07384 0.38351
H 4.03715 1.98716 0.08687
```

Summary:
- spin multiplicity = 1
- total energy (eV) = -32251.2602
- energy relative to the best compared isomer or geometry (same formula, charge and spin) (eV) = 0.302
- gap between HOMO and LUMO (eV) = 8.592
- structure (SMILES) = Cc1ccc(SCCC(=O)NCc2ccco2)cc1
- highest occupied orbital energy (eV) = -7.97
- net charge = 0

Results of the natural (NBO) charge analysis, in e, for atoms 1 through 4: number 1, C, carries -0.625; number 2, C, carries -0.032; number 3, C, carries -0.197; number 4, C, carries -0.221